1.
{"formula": "C2H4NP", "method": "the ωB97M-V functional and the def2-TZVPD basis", "elements": ["C", "C", "N", "P", "H", "H", "H", "H"], "coordinates": [[-1.5613, -0.1217, -0.1918], [-0.3301, 0.1107, 0.4012], [0.8913, -0.1534, -0.2354], [2.3400, -0.0279, 0.3715], [-2.4671, 0.3138, 0.2509], [-1.7665, -0.8391, -1.0756], [-0.2601, 0.7131, 1.3256], [3.1536, 0.0045, -0.8464]], "gap_ev": 7.78, "lumo_ha": -0.0319, "de_lowest_kcal_mol": 28.4, "homo_ev": -8.653}

2.
{"formula": "C2H4NP", "method": "the ωB97M-V functional and the def2-TZVPD basis", "elements": ["C", "C", "N", "P", "H", "H", "H", "H"], "coordinates": [[-1.5938, -0.2035, -0.0718], [0.8527, 0.6181, 0.1710], [-0.3794, 0.3097, -0.2208], [2.3148, -0.3342, 0.0461], [-2.1556, -0.0650, -0.8777], [1.0814, 1.6530, 0.2547], [-1.7770, -0.4135, 0.9633], [1.6570, -1.5646, -0.2648]], "gap_ev": 7.96, "lumo_ha": 0.0086, "de_lowest_kcal_mol": 47.1, "homo_ev": -7.727}

3.
{"formula": "C2H4NP", "method": "the ωB97M-V functional and the def2-TZVPD basis", "elements": ["C", "C", "N", "P", "H", "H", "H", "H"], "coordinates": [[-0.1261, -0.4115, 0.8914], [0.2123, -0.3885, -0.6432], [-0.0533, 0.9501, -1.0689], [-1.3994, 0.3208, -0.2583], [-0.3820, -1.2513, 1.4215], [0.7117, 0.1072, 1.4216], [0.4115, -1.0611, -1.5522], [0.6252, 1.7342, -0.2119]], "gap_ev": 9.81, "lumo_ha": 0.0347, "de_lowest_kcal_mol": 62.7, "homo_ev": -8.863}

4.
{"formula": "C2H4NP", "method": "the ωB97M-V functional and the def2-TZVPD basis", "elements": ["C", "C", "N", "P", "H", "H", "H", "H"], "coordinates": [[-0.1504, -0.8940, -0.0396], [0.2972, 0.3253, 0.6613], [-0.0180, 1.2775, -0.4123], [1.2728, 0.1366, -0.8182], [0.1021, -1.9108, 0.4717], [-1.1224, -0.9677, -0.6597], [0.5252, 0.7550, 1.7119], [-0.9066, 1.2781, -0.9152]], "gap_ev": 10.05, "lumo_ha": 0.0403, "de_lowest_kcal_mol": 34.9, "homo_ev": -8.951}

5.
{"formula": "C2H4NP", "method": "the ωB97M-V functional and the def2-TZVPD basis", "elements": ["C", "C", "N", "P", "H", "H", "H", "H"], "coordinates": [[-0.0706, 0.4342, 0.3199], [0.6343, -0.4263, -0.2956], [-2.4239, 0.2467, -0.3676], [-3.7494, -0.0403, 0.1653], [-0.2648, 0.2048, 1.4031], [-0.4668, 1.2466, -0.2273], [0.8238, -0.2073, -1.3111], [0.9132, -1.4281, 0.1724]], "gap_ev": 9.19, "lumo_ha": -0.0063, "de_lowest_kcal_mol": 40.4, "homo_ev": -9.366}

6.
{"formula": "C2H4NPS", "method": "the ωB97M-V functional and the def2-TZVPD basis", "elements": ["C", "C", "N", "P", "S", "H", "H", "H", "H"], "coordinates": [[-0.3259, 0.5868, 0.0865], [0.1509, -0.8131, -0.0259], [-1.3635, -0.2989, 0.1826], [-2.8874, -0.9146, 0.0134], [-4.0729, 0.6102, -0.0454], [-0.1191, 1.3370, 0.9612], [-0.1855, 1.2119, -0.7847], [0.3283, -1.1743, -1.1113], [0.6506, -1.3498, 0.6614]], "gap_ev": [7.19, 6.54], "lumo_ha": [0.0359, -0.0997], "de_lowest_kcal_mol": 37.7, "multiplicity": 3, "homo_ev": [-6.213, -9.248], "s2": 2.009}

7.
{"formula": "C2H4NS", "method": "the ωB97M-V functional and the def2-TZVPD basis", "elements": ["C", "C", "N", "S", "H", "H", "H", "H"], "coordinates": [[-1.3095, 0.2393, 0.6143], [1.3630, -1.3148, 0.1889], [-0.7927, 1.5615, 0.1289], [1.1399, -2.6183, -0.7161], [0.1914, 1.6751, 0.4240], [-1.5422, 2.2626, 0.2322], [-1.0228, 1.6148, -0.8973], [1.9729, -3.4203, 0.0251]], "gap_ev": [6.28, 7.70], "lumo_ha": [-0.2276, -0.2481], "de_lowest_kcal_mol": 200.0, "total_charge": 1, "homo_ev": [-12.473, -14.452]}

8.
{"formula": "C2H4NS", "method": "the ωB97M-V functional and the def2-TZVPD basis", "elements": ["C", "C", "N", "S", "H", "H", "H", "H"], "coordinates": [[-0.2765, 0.5128, -0.5517], [1.0556, -0.3355, -0.3005], [-1.4718, 0.2247, 0.2102], [2.5867, 0.1326, 0.1019], [-1.3807, -0.7080, 0.7405], [-2.2967, 0.1516, -0.4170], [-1.4730, 0.8723, 0.8943], [3.2564, -0.8505, -0.6778]], "gap_ev": [7.07, 6.71], "lumo_ha": [-0.1985, -0.2647], "de_lowest_kcal_mol": 127.6, "total_charge": 1, "multiplicity": 3, "homo_ev": [-12.474, -13.907], "s2": 2.012}

9.
{"formula": "C2H4NS3", "method": "the ωB97M-V functional and the def2-TZVPD basis", "elements": ["C", "C", "N", "S", "S", "S", "H", "H", "H", "H"], "coordinates": [[-0.1725, -0.4391, 0.4829], [1.2342, -0.1776, 0.0570], [-1.3221, 0.1874, -0.2609], [0.6492, -1.7926, -0.3620], [1.8945, 1.1589, -0.9437], [2.7181, 0.5101, 0.8570], [-0.2771, -0.7827, 1.5196], [-1.1322, 0.0995, -1.3571], [-1.3265, 1.2791, -0.1026], [-2.2656, -0.0430, 0.1097]], "gap_ev": 8.27, "lumo_ha": -0.1589, "de_lowest_kcal_mol": 10.9, "total_charge": 1, "homo_ev": -12.598}

10.
{"formula": "C2H4NiO3", "method": "the ωB97M-V functional and the def2-TZVPD basis", "elements": ["C", "O", "H", "H", "O", "C", "O", "Ni", "H", "H"], "coordinates": [[-2.5622, -0.2015, -0.1584], [-1.7818, 0.5477, 0.4127], [-2.5524, -1.2875, 0.0392], [-3.3637, 0.2129, -0.7924], [1.1364, -0.9411, 0.1602], [2.0946, 0.0549, -0.0907], [1.6005, 1.2964, 0.3294], [0.0580, 0.4178, 0.8290], [2.3314, 0.0859, -1.1800], [3.0393, -0.1854, 0.4509]], "gap_ev": [6.86, 6.65], "lumo_ha": [-0.0504, -0.0575], "multiplicity": 3, "homo_ev": [-8.230, -8.219], "s2": 2.011}

11.
{"formula": "C2H4O2", "method": "the ωB97M-V functional and the def2-TZVPD basis", "elements": ["O", "C", "H", "H", "O", "C", "H", "H"], "coordinates": [[0.4992, -1.5875, -1.0259], [1.0434, -1.0910, -0.0520], [1.7094, -0.1990, -0.1312], [0.9166, -1.5357, 0.9637], [0.0232, 0.5633, 0.1160], [-1.0548, 1.1011, 0.0817], [-1.6434, 1.0456, -0.8649], [-1.4936, 1.7034, 0.9124]], "gap_ev": 9.20, "lumo_ha": 0.0006, "de_lowest_kcal_mol": 77.7, "homo_ev": -9.184}

12.
{"formula": "C2H4O2", "method": "the ωB97M-V functional and the def2-TZVPD basis", "elements": ["C", "C", "O", "O", "H", "H", "H", "H"], "coordinates": [[-0.6514, -0.3099, -0.0466], [0.8646, 0.0939, -0.0499], [-1.3785, -0.3097, 1.1090], [-1.4582, 0.8077, 0.2480], [-1.0798, -0.8073, -0.8408], [1.0170, 0.3621, -1.1518], [1.5649, -0.7468, 0.1279], [1.1214, 0.9100, 0.6042]], "gap_ev": 11.19, "lumo_ha": 0.0392, "de_lowest_kcal_mol": 103.0, "homo_ev": -10.127}

13.
{"formula": "C2H4O2Rb", "method": "the ωB97M-V functional and the def2-TZVPD basis", "elements": ["O", "H", "O", "Rb", "H", "C", "C", "H", "H"], "coordinates": [[0.1773, 1.4415, 0.1454], [-0.0981, 2.3576, 0.2485], [0.6742, -1.1329, -0.0579], [3.0119, 0.6353, -0.2011], [0.7308, -2.0896, -0.1273], [-0.6425, -0.7089, -0.1168], [-0.8906, 0.6380, -0.0709], [-1.3508, -1.3325, -0.6682], [-1.6123, 0.1914, 0.8483]], "gap_ev": 8.44, "lumo_ha": -0.1405, "de_lowest_kcal_mol": 19.5, "total_charge": 1, "homo_ev": -12.265}

14.
{"formula": "C2H4O2S", "method": "the ωB97M-V functional and the def2-TZVPD basis", "elements": ["C", "C", "O", "O", "S", "H", "H", "H", "H"], "coordinates": [[0.8440, -1.1151, -1.3873], [-0.7274, 0.4710, 0.5761], [1.7106, -3.3855, -2.0411], [-0.6448, -0.5563, 1.4242], [1.3515, -2.5290, -0.8440], [0.4629, -0.8976, -2.3839], [-1.1772, 0.0970, -0.3279], [-0.0949, 1.3475, 0.5577], [0.0922, -0.3760, 2.0957]], "gap_ev": [6.23, 9.47], "lumo_ha": [-0.0615, -0.0049], "de_lowest_kcal_mol": 148.1, "homo_ev": [-7.898, -9.601]}

15.
{"formula": "C2H4O2S", "method": "the ωB97M-V functional and the def2-TZVPD basis", "elements": ["C", "C", "O", "O", "S", "H", "H", "H", "H"], "coordinates": [[0.1003, -1.1422, -0.3445], [-1.0126, -0.4931, 0.2901], [-0.5024, -1.4210, 0.9775], [0.9534, 1.3394, 0.0910], [-2.3039, 0.4173, 0.2468], [0.1663, -1.8861, -1.2549], [1.0733, -0.5100, -0.2006], [1.4856, 2.1958, 0.1904], [0.0401, 1.4998, 0.0042]], "gap_ev": 9.60, "lumo_ha": 0.0186, "de_lowest_kcal_mol": 68.4, "homo_ev": -9.096}

16.
{"formula": "C2H4O2S", "method": "the ωB97M-V functional and the def2-TZVPD basis", "elements": ["C", "C", "O", "O", "S", "H", "H", "H", "H"], "coordinates": [[0.7985, -0.2845, -0.0464], [0.0643, -1.0868, -0.8037], [-1.8893, 1.4816, 0.0744], [-0.5608, 1.5067, 2.1268], [-0.5960, 1.6684, 0.6506], [0.9830, -0.3814, 0.9647], [1.7051, 0.0944, -0.6396], [0.2084, -1.3012, -1.8675], [-0.7132, -1.6971, -0.4591]], "gap_ev": [8.42, 6.74], "lumo_ha": [0.0324, -0.1487], "de_lowest_kcal_mol": 63.6, "multiplicity": 3, "homo_ev": [-7.536, -10.789], "s2": 2.027}

17.
{"formula": "C2H4O2Si", "method": "the ωB97M-V functional and the def2-TZVPD basis", "elements": ["C", "C", "O", "O", "Si", "H", "H", "H", "H"], "coordinates": [[0.7989, 0.2433, 0.3244], [2.1987, 0.3583, -0.2706], [-0.2687, 1.1875, 0.1568], [3.0428, -0.4386, 0.0562], [-1.1270, -0.1776, -0.0284], [1.1310, 0.1389, 1.4338], [2.4417, 1.2214, -0.9435], [-2.1520, -0.2533, 1.0912], [-1.0621, -0.7070, -1.3931]], "gap_ev": 9.00, "lumo_ha": -0.0087, "de_lowest_kcal_mol": 74.4, "homo_ev": -9.234}

18.
{"formula": "C2H4O3", "method": "the ωB97M-V functional and the def2-TZVPD basis", "elements": ["O", "C", "H", "H", "O", "C", "O", "H", "H"], "coordinates": [[0.0939, 0.7258, 1.6080], [-0.3360, -0.4979, 1.7454], [-0.8106, -0.9943, 0.8864], [-0.2225, -1.0654, 2.6817], [0.8514, -0.8339, -1.3454], [0.3940, 0.1928, -1.7528], [-0.5603, 0.8980, -1.0748], [0.8411, 0.6516, -2.6458], [-0.2510, 0.9234, -0.1026]], "gap_ev": [4.18, 7.66], "lumo_ha": [0.1520, 0.1513], "de_lowest_kcal_mol": 2.5, "total_charge": -1, "multiplicity": 2, "homo_ev": [-0.046, -3.542], "s2": 0.754}

19.
{"formula": "C2H4O3", "method": "the ωB97M-V functional and the def2-TZVPD basis", "elements": ["C", "C", "H", "H", "H", "H", "O", "O", "O"], "coordinates": [[-0.5550, -0.4774, 0.0621], [0.6803, 0.4799, -0.0735], [-1.5751, 1.3304, -0.1665], [-0.4718, -0.8189, 1.1232], [-0.6912, -1.3248, -0.6954], [1.8852, -1.0780, -0.1513], [-1.7232, 0.3172, -0.0791], [1.9346, -0.0836, -0.0474], [0.5162, 1.6552, 0.0278]], "gap_ev": 11.07, "lumo_ha": 0.0154, "de_lowest_kcal_mol": 16.9, "homo_ev": -10.645}

20.
{"formula": "C2H4O3", "method": "the ωB97M-V functional and the def2-TZVPD basis", "elements": ["C", "C", "O", "O", "O", "H", "H", "H", "H"], "coordinates": [[0.9915, -0.3880, -0.1587], [-1.7236, 0.7152, -0.0555], [1.4732, 0.4541, 0.7492], [1.7642, 0.6169, -0.6649], [1.3289, -1.6752, -0.3251], [-1.3576, 1.2351, 0.8365], [-2.2349, -0.3182, -0.0170], [-2.0419, 1.4034, -0.8364], [1.8002, -2.0433, 0.4719]], "gap_ev": [8.74, 9.42], "lumo_ha": [-0.0115, 0.0065], "de_lowest_kcal_mol": 187.5, "homo_ev": [-9.049, -9.248]}

Max |F| values (in eV Å⁻¹) by entry order: 2.262; 8.923; 6.916; 3.519; 4.180; 6.098; 2.502; 6.231; 3.541; 1.838; 3.819; 4.196; 3.352; 3.285; 4.221; 4.449; 2.947; 1.988; 2.794; 2.292.
Electronic energy values (in a.u.) by entry order: -474.62841; -474.59861; -474.57380; -474.61809; -474.60929; -872.74873; -530.90516; -531.00643; -1327.58693; -1812.51537; -228.98278; -228.94247; -252.86951; -627.04810; -627.17508; -627.08344; -518.48925; -304.29052; -304.31479; -304.04293.